Formula: C11H18O
Source: the Open Molecules 2025 dataset
Level of theory: ωB97M-V/def2-TZVPD

The geometry in ORCA input format:
```
! wB97M-V def2-TZVPD RIJCOSX def2/J DEFGRID3
* xyz 0 1
C -0.5173 0.1011 0.5335
C -0.9264 0.1547 1.8631
C 0.4989 0.1205 -0.4564
C -0.9015 0.1581 -0.8891
C 1.9541 0.1881 -0.8075
C -2.3367 0.2251 2.2450
C -0.0694 0.1551 3.1390
C -1.3441 -1.0766 -1.6364
C -1.5008 1.4587 -1.3735
C 2.3083 -0.2008 -2.2472
C 3.1106 -0.4227 0.0556
O 1.6641 1.5316 -0.6567
H -3.0753 0.0987 1.4185
H -2.5708 -0.6136 2.9643
H -2.5587 1.0524 2.7131
H 0.8899 -0.2080 2.6706
H -0.0864 1.2736 3.4494
H -0.5207 -0.5476 3.8988
H -1.1146 -2.1014 -1.3801
H -1.0467 -0.9728 -2.7815
H -2.3899 -0.9582 -1.7726
H -1.2634 2.4115 -0.8851
H -2.6068 1.3757 -1.4662
H -1.0882 1.5362 -2.3691
H 3.3656 0.1805 -2.1923
H 1.6769 0.1588 -3.0998
H 2.3579 -1.2744 -2.5426
H 3.1158 -0.1512 1.0951
H 4.0207 -0.1087 -0.3697
H 3.1719 -1.5005 0.0529
*
```

lowest unoccupied orbital energy	0.21	eV
energy relative to the best compared isomer or geometry (same formula, charge and spin)	132.0	kcal/mol
calculated total energy	-13740.9418	eV
F_max	6.274	eV Å⁻¹
frontier orbital gap	8.76	eV

Atomic partial charges in e from the natural (NBO) method, atoms 1 to 2:
1. C -0.0334
2. C 0.0903